Entry 1:
94
Properties=species:S:1:pos:R:3 method="wB97M-V/def2-TZVPD" charge=-2 energy_ha=-4600.3314 spin_multiplicity=1 orbital_gap_ev="5.84 / 5.82"
Fe 1.12306 -0.03508 0.17532
C 2.40617 -2.07291 -1.57903
N 2.68425 -0.75714 -0.99312
C 2.83723 0.23135 -2.06346
C 2.60746 1.67554 -1.63317
N 1.44705 1.76880 -0.76941
C 0.96260 2.98823 -0.53541
C 1.50329 4.24986 -0.92917
F 2.71083 4.34212 -1.55943
C 0.90713 5.46996 -0.66429
F 1.52433 6.60058 -1.07045
C -0.27971 5.56264 0.02736
F -0.85981 6.75820 0.29084
C -0.84852 4.37121 0.45158
F -2.02410 4.40495 1.10527
C -0.25887 3.16094 0.18375
F -0.92660 2.07040 0.57929
C 3.82829 -0.89962 -0.08808
C 4.01170 0.27817 0.84271
N 2.74173 0.64741 1.45036
C 2.82220 1.47457 2.48971
C 1.65019 1.91499 3.17154
F 0.45264 1.56362 2.67623
C 1.63172 2.70827 4.29164
F 0.45139 3.01662 4.86406
C 2.80198 3.19880 4.84774
F 2.79283 3.95245 5.97409
C 3.97205 2.88024 4.19452
F 5.13981 3.37605 4.65920
C 3.98546 2.08649 3.06363
F 5.21485 1.97326 2.48026
H 3.26716 -2.41006 -2.17887
H 2.21944 -2.77873 -0.77414
H 1.51542 -2.00697 -2.19428
H 3.82962 0.13770 -2.53671
H 2.08091 -0.01707 -2.80824
H 3.51309 2.07776 -1.16429
H 2.47890 2.24226 -2.56423
H 3.60532 -1.77252 0.52309
H 4.75137 -1.09172 -0.66055
H 4.75763 -0.03292 1.58289
H 4.46637 1.11364 0.29693
C -2.14626 -0.14217 3.18962
C -1.00210 -0.75122 2.40681
O -0.85839 -0.42728 1.23447
C -0.10969 -1.71588 3.04633
C -0.35622 -2.14695 4.35820
C 0.42038 -3.08762 4.99485
C 1.50506 -3.63182 4.28601
C 1.78918 -3.23315 3.00942
C 1.01815 -2.23556 2.31927
O 1.36804 -1.90148 1.14542
H -2.71102 0.49802 2.51595
H -1.74196 0.46389 4.00235
H -2.80245 -0.90111 3.61857
H -1.19824 -1.71860 4.88926
H 0.20470 -3.39890 6.00889
H 2.13611 -4.37781 4.76079
H 2.63362 -3.64266 2.46629
O -0.05388 -0.60940 -1.36270
Si -1.52426 -0.94171 -1.80984
C -2.50963 0.61156 -2.25419
C -3.89351 0.67939 -2.43063
C -4.51802 1.86649 -2.79100
C -3.76311 3.01663 -2.98740
C -2.38510 2.96920 -2.83031
C -1.77025 1.77493 -2.47325
C -1.50781 -1.95435 -3.43247
C -2.62654 -2.66657 -3.87622
C -2.62590 -3.35338 -5.08308
C -1.49177 -3.34526 -5.88559
C -0.36984 -2.64211 -5.47052
C -0.38550 -1.95680 -4.26120
C -2.60493 -1.99934 -0.65716
C -3.60918 -1.45846 0.14684
C -4.32984 -2.24145 1.03922
C -4.05324 -3.59727 1.15470
C -3.05483 -4.15858 0.37033
C -2.34791 -3.36562 -0.52429
H -4.50067 -0.20711 -2.27109
H -5.59587 1.89856 -2.90969
H -4.25038 3.94846 -3.25194
H -1.78468 3.86284 -2.96176
H -0.69587 1.73124 -2.32852
H -3.51750 -2.69399 -3.25641
H -3.50940 -3.89901 -5.39625
H -1.48364 -3.88286 -6.82722
H 0.52083 -2.62612 -6.08902
H 0.49439 -1.40521 -3.94857
H -3.81653 -0.39511 0.09163
H -5.09614 -1.78823 1.65858
H -4.60314 -4.20994 1.86011
H -2.81818 -5.21251 0.46343
H -1.56497 -3.82095 -1.12266

=====

Entry 2:
41
Properties=species:S:1:pos:R:3 method="wB97M-V/def2-TZVPD" energy_ha=-936.8763 de_lowest_ev=0.044 smiles="CC(=O)NCc1nc2ccccc2n1Cc1ccccc1C" spin_multiplicity=1 orbital_gap_ev=9.29
C -1.41619 -4.53850 -0.16510
C -1.56400 -3.07859 -0.53449
O -2.53809 -2.40742 -0.26754
N -0.51285 -2.59327 -1.24096
C -0.37912 -1.18148 -1.50512
C 0.89514 -0.67156 -0.92120
N 1.92146 -1.43174 -0.66052
C 2.87681 -0.59693 -0.13748
C 4.16101 -0.87046 0.31695
C 4.90423 0.18323 0.80557
C 4.39461 1.48216 0.84772
C 3.12259 1.77605 0.39918
C 2.36939 0.72351 -0.09519
N 1.09978 0.64490 -0.61725
C 0.12475 1.69705 -0.73075
C -1.01980 1.51961 0.24601
C -0.77483 0.92891 1.47902
C -1.79781 0.73068 2.38680
C -3.08211 1.13048 2.06651
C -3.32824 1.73496 0.84794
C -2.31167 1.94075 -0.07559
C -2.61972 2.59961 -1.38788
H -1.23723 -5.13454 -1.05672
H -2.32345 -4.88044 0.32400
H -0.57402 -4.66125 0.51256
H 0.35017 -3.11476 -1.28499
H -0.38853 -0.99841 -2.59012
H -1.24566 -0.68330 -1.05711
H 4.55096 -1.87508 0.28436
H 5.90582 0.00474 1.16787
H 5.01133 2.27584 1.24258
H 2.73617 2.78404 0.44015
H -0.25104 1.71718 -1.75827
H 0.63268 2.64789 -0.53828
H 0.22790 0.61320 1.73052
H -1.59094 0.26204 3.33682
H -3.89111 0.97250 2.76336
H -4.33212 2.04950 0.60194
H -1.97850 3.46476 -1.55215
H -3.65475 2.93030 -1.40856
H -2.47302 1.90381 -2.21459

=====

Entry 3:
12
Properties=species:S:1:pos:R:3 method="wB97M-V/def2-TZVPD" energy_ha=-265.2800 de_lowest_ev=6.956 spin_multiplicity=1 orbital_gap_ev=7.57
C 2.47196 -0.44732 0.09883
C 1.47149 0.48710 -0.09077
C -1.75130 -0.35983 0.01519
C -0.45429 -1.05285 -0.03754
N -0.92975 0.83944 0.18864
N 0.19714 0.07444 -0.06746
H 3.55843 0.10290 0.13547
H 1.33924 1.57972 -0.15907
H -2.46800 -0.46345 -0.72258
H -2.23354 -0.40185 1.01254
H -0.15771 -2.04585 -0.01801
H -1.04368 1.68755 -0.35522